This record from OMol25 describes a structure of composition C37H34BBrN13O3Y. The level of theory is ωB97M-V/def2-TZVPD.

CARTESIAN COORDINATES (ANGSTROEM)
Y (0.47169, 0.76469, 0.49271)
C (-0.05002, -1.70451, 3.45985)
C (0.65818, -2.22063, 2.25356)
C (0.94112, -3.55723, 1.94933)
C (1.62981, -3.51439, 0.75950)
N (1.74011, -2.22891, 0.37867)
N (1.13595, -1.42806, 1.29233)
B (2.53422, -1.69753, -0.85667)
N (3.40461, -0.48208, -0.47385)
C (4.70001, -0.28319, -0.78331)
C (5.06876, 0.96346, -0.34486)
C (3.90923, 1.50310, 0.22468)
C (3.79128, 2.83905, 0.87534)
N (2.90301, 0.63373, 0.13043)
N (1.56211, -1.19241, -1.98440)
C (1.45303, -1.56458, -3.27181)
C (0.81604, -0.56315, -3.96942)
C (0.57087, 0.43715, -3.02722)
C (0.09332, 1.82298, -3.31929)
N (0.98205, 0.04247, -1.81747)
N (3.42906, -2.85443, -1.27612)
C (4.43960, -3.34868, -0.51812)
C (4.85711, -4.52962, -1.07401)
C (4.01516, -4.71115, -2.18875)
C (4.01685, -5.83003, -3.17791)
N (3.15354, -3.71407, -2.29142)
H (-0.80278, -2.42215, 3.78644)
H (0.65392, -1.54698, 4.27784)
H (-0.51915, -0.74046, 3.27753)
H (0.70204, -4.42600, 2.53714)
H (2.07247, -4.30229, 0.17279)
H (5.26645, -1.03872, -1.29718)
H (6.03508, 1.42859, -0.42333)
H (4.49621, 3.53080, 0.41532)
H (2.78522, 3.23893, 0.79141)
H (4.01202, 2.76306, 1.93998)
H (1.87612, -2.50079, -3.58738)
H (0.61459, -0.53306, -5.02582)
H (-0.97020, 1.85735, -3.55755)
H (0.28812, 2.49289, -2.48374)
H (0.63712, 2.20207, -4.18452)
H (4.77059, -2.83468, 0.36964)
H (5.64927, -5.17204, -0.73214)
H (4.76446, -6.57506, -2.91239)
H (3.04542, -6.32244, -3.21427)
H (4.24585, -5.46439, -4.17868)
O (-6.96894, -1.72139, 2.99954)
N (-6.18716, -0.83095, 3.24791)
O (-6.39655, 0.06625, 4.03797)
C (-4.90048, -0.82663, 2.49391)
C (-4.68718, -1.91570, 1.73089)
C (-3.49915, -2.03998, 0.94768)
C (-3.27776, -3.14924, 0.11417)
C (-2.14015, -3.18657, -0.64314)
C (-1.24140, -2.11592, -0.55571)
N (-1.41854, -1.06912, 0.23287)
C (-2.53872, -1.02665, 0.98732)
C (-2.75466, 0.12260, 1.84359)
N (-1.75357, 1.02719, 1.89219)
C (-1.90584, 2.10347, 2.63937)
C (-3.07249, 2.35785, 3.36153)
C (-4.08768, 1.43932, 3.34851)
C (-3.94527, 0.25930, 2.58698)
H (-5.43226, -2.69713, 1.70747)
H (-4.00868, -3.94683, 0.08092)
H (-1.91900, -4.01049, -1.30579)
H (-0.34605, -2.11633, -1.16143)
H (-1.05256, 2.76816, 2.69974)
H (-3.15323, 3.26138, 3.94893)
H (-4.98102, 1.60441, 3.92256)
O (0.47016, 3.04092, 0.29644)
C (-0.12293, 4.12936, 0.13779)
C (0.53643, 5.36099, 0.49895)
C (-0.12322, 6.54502, 0.42922)
C (-1.46252, 6.57308, -0.02031)
C (-2.11601, 5.41794, -0.41627)
C (-1.48617, 4.18138, -0.37419)
C (-2.11454, 2.97891, -0.88756)
N (-1.64570, 1.73434, -0.89515)
C (-2.56196, 0.98843, -1.57812)
C (-3.60320, 1.77223, -1.98571)
N (-3.31042, 3.02423, -1.54224)
H (1.55259, 5.26835, 0.85715)
H (0.35858, 7.46712, 0.72225)
H (-1.98916, 7.51660, -0.06334)
H (-3.13616, 5.51688, -0.76185)
H (-2.41341, -0.05807, -1.77042)
H (-4.49212, 1.55145, -2.54873)
H (-3.87809, 3.83981, -1.68950)
Br (1.35666, 1.57746, 3.02070)

Atomic forces in eV per Å
Y -0.3177 -0.3454 0.4415
C -0.0224 0.0662 0.0111
C -0.0117 -0.0006 -0.0209
C 0.0034 0.0118 -0.0077
C 0.0367 -0.0210 -0.0635
N 0.0227 0.1480 0.0233
N 0.0289 -0.0198 0.0042
B -0.0789 -0.0915 -0.0180
N 0.0745 0.0619 0.0340
C -0.0266 -0.0249 0.0131
C -0.0354 -0.0337 -0.0500
C 0.0025 0.0502 0.0228
C -0.0400 0.0263 0.0006
N 0.0417 -0.1101 0.0071
N -0.0678 0.0575 0.0303
C 0.0547 0.0024 0.0104
C 0.0561 -0.0721 -0.0016
C 0.0289 0.0254 0.0490
C -0.0213 0.0501 0.0141
N 0.0477 -0.0987 -0.1410
N 0.1268 -0.0676 -0.0977
C 0.1071 0.0316 0.0669
C -0.0362 0.1028 0.0794
C -0.0631 -0.0136 -0.0336
C 0.0193 -0.0449 -0.0137
N -0.1569 0.0875 -0.1011
H -0.0055 0.0024 0.0178
H 0.0112 -0.0267 0.0016
H 0.0042 -0.0121 -0.0038
H -0.0071 -0.0160 0.0088
H -0.0290 -0.0268 0.0062
H 0.0276 -0.0168 -0.0029
H 0.0190 0.0093 -0.0030
H 0.0148 0.0110 0.0209
H 0.0053 -0.0173 -0.0130
H 0.0290 0.0016 0.0005
H 0.0167 -0.0469 -0.0198
H -0.0075 0.0068 -0.0172
H -0.0031 -0.0074 -0.0073
H 0.0036 -0.0210 -0.0051
H -0.0030 -0.0053 -0.0040
H 0.0303 0.0060 -0.0002
H 0.0230 -0.0088 0.0095
H 0.0028 0.0014 0.0099
H -0.0137 0.0116 -0.0117
H -0.0080 0.0035 -0.0088
O 0.0710 -0.0033 0.0859
N -0.1001 0.1533 -0.2464
O 0.0670 -0.0881 0.0562
C -0.0568 -0.0470 0.0758
C 0.1018 0.0875 0.0296
C -0.0971 0.0118 0.0217
C 0.0086 0.0083 0.0080
C 0.0310 0.0265 -0.0130
C -0.0303 0.0016 0.0149
N 0.0469 0.0126 -0.0170
C -0.0026 0.0179 0.0143
C 0.0375 0.0046 -0.0318
N 0.0868 0.0968 0.0043
C -0.0242 -0.0218 0.0190
C 0.0102 0.0029 -0.0017
C 0.0228 -0.0380 -0.0308
C 0.0089 -0.0774 -0.0235
H -0.0059 -0.0188 -0.0030
H -0.0035 -0.0165 -0.0095
H -0.0073 -0.0160 -0.0015
H 0.0207 -0.0229 -0.0067
H -0.0169 0.0142 -0.0076
H 0.0030 -0.0004 0.0061
H -0.0188 0.0096 0.0212
O 0.1421 0.2954 -0.2787
C -0.0780 -0.0523 0.1108
C -0.0071 -0.0570 0.0151
C 0.0284 -0.0314 -0.0014
C -0.0038 0.0406 0.0093
C -0.0224 -0.0321 -0.0140
C 0.0095 -0.0152 -0.0107
C -0.0392 0.0654 -0.0311
N -0.0307 0.0516 0.0539
C 0.0292 -0.0190 -0.0280
C -0.0032 0.0415 0.0056
N 0.0192 -0.0471 0.0319
H -0.0004 0.0544 0.0183
H 0.0260 -0.0025 0.0073
H 0.0029 0.0059 -0.0011
H -0.0139 -0.0372 -0.0031
H -0.0103 -0.0070 -0.0073
H -0.0140 -0.0139 0.0007
H -0.0058 0.0161 -0.0266
Br -0.0647 0.0207 -0.0526

Calculated values
Charge: +1
Multiplicity: 2
HOMO-LUMO gap (alpha / beta) (eV): 7.40 / 4.98
Energy relative to the best compared isomer or geometry (same formula, charge and spin) (kJ/mol): 39.70
E_LUMO (alpha / beta) (eV): -3.47 / -5.88